(1)
C6H6S in the gas phase in a non-equilibrium geometry. Source: the Open Molecules 2025 dataset; level of theory: the ωB97M-V functional and the def2-TZVPD basis.

```
13
Properties=species:S:1:pos:R:3:forces:R:3:nbo_charge:R:1
C -0.240426 -1.350544 -0.265576 -1.2 5.5 -0.2 -0.0545
C 0.778211 -0.535527 -0.024113 -1.3 -2.4 0.4 -0.1072
C -1.676766 0.189680 -0.203255 1.0 -1.2 1.1 -0.0526
C 1.039196 -2.077107 -0.101279 0.0 0.3 1.0 -0.3741
C 0.735305 0.909937 0.371772 -0.2 -0.3 -0.2 -0.4214
C -0.715919 1.325253 -0.018304 1.3 0.0 -2.1 -0.5287
S -3.241966 0.201977 -0.316918 0.1 -0.5 -0.1 0.1782
H 1.017737 -2.721894 0.805825 0.8 0.3 -0.7 0.1923
H 1.570490 -2.397648 -0.983503 0.2 -0.6 0.0 0.1957
H 0.952149 1.124925 1.432639 -0.3 -0.5 -0.2 0.2246
H 1.437503 1.557325 -0.149319 0.1 -0.1 -0.3 0.2243
H -0.711871 1.570054 -1.180480 0.3 0.4 2.2 0.2613
H -0.943643 2.203575 0.632506 -0.8 -0.9 -0.9 0.2621
```
Forces are in eV/Å.

Computed properties:
Energy (hartree): -630.169476
LUMO (eV): -0.199
HOMO energy (Eh): -0.3037
Frontier orbital gap (eV): 8.064
Strongest force on any atom (eV/A): 5.68
ΔE to the lowest compared entry with this formula, charge and spin (eV): 6.622

***

(2)
A molecular structure, C4H4ClFO2 in a non-equilibrium geometry. Source: the Open Molecules 2025 dataset; level of theory: the ωB97M-V functional and the def2-TZVPD basis.

```
12
Properties=species:S:1:pos:R:3:forces:R:3:nbo_charge:R:1
C -1.380738 0.394961 -0.555797 0.7 0.0 0.4 -0.0295
C 0.098958 0.585319 -0.834360 1.7 1.3 0.3 0.1751
C 0.565125 0.387340 0.618212 0.5 2.8 1.6 -0.3918
C -0.817536 -0.263469 0.745553 0.3 -1.8 1.6 0.5440
H -2.706800 -0.944945 -1.568194 3.2 2.9 -0.2 0.4981
H -1.848345 1.360893 -0.116100 0.2 -1.2 -1.4 0.2099
H 0.524219 -0.245075 -1.404500 -0.3 0.2 -0.4 0.1988
H 1.034352 1.291110 1.311635 -2.4 -1.6 -2.2 0.2848
O -1.871106 -0.263722 -1.725761 -3.7 -2.1 1.8 -0.6973
O -1.023586 -1.206667 1.456788 -1.1 0.5 -0.7 -0.4663
F 0.465697 1.792667 -1.349980 0.1 0.3 -0.6 -0.3351
Cl 1.833411 -0.732810 0.955125 0.9 -1.2 -0.2 0.0092
```
Forces are in eV/Å.

Computed properties:
Energy (hartree): -865.259259
LUMO (eV): 0.028
HOMO energy (Eh): -0.3688
Frontier orbital gap (eV): 10.064
Strongest force on any atom (eV/A): 4.60
ΔE to the lowest compared entry with this formula, charge and spin (eV): 2.450

***

(3)
C4H6O2 in the gas phase. Source: the Open Molecules 2025 dataset; level of theory: the ωB97M-V functional and the def2-TZVPD basis.

```
12
Properties=species:S:1:pos:R:3:forces:R:3:nbo_charge:R:1
O 0.037137 2.072116 0.291966 0.2 0.0 -0.3 -0.6540
C 0.372104 1.374273 -0.774348 -0.3 -0.2 0.3 0.2668
C -0.197985 -0.010989 -0.652790 0.0 0.1 -0.2 -0.4429
C 0.927756 -1.010575 -0.284568 0.4 0.0 -0.3 -0.0301
O 0.286998 -1.345924 0.947450 0.0 -0.1 0.1 -0.5320
C -0.868821 -0.559113 0.622475 -0.3 0.2 0.1 -0.0674
H 0.448158 2.944555 0.195968 -0.1 -0.1 0.1 0.5026
H -0.700915 -0.244780 -1.596494 0.1 0.0 0.1 0.2364
H 1.024793 -1.869150 -0.961703 0.0 0.1 0.1 0.1786
H 1.915788 -0.563526 -0.123646 -0.1 -0.1 0.0 0.1807
H -1.116465 0.160822 1.410245 0.1 -0.1 -0.1 0.1872
H -1.738604 -1.199722 0.429237 0.1 0.1 0.0 0.1741
```
Forces are in eV/Å.

Computed properties:
Energy (hartree): -306.355729
LUMO (eV): 0.775
HOMO energy (Eh): -0.3220
Frontier orbital gap (eV): 9.538
Strongest force on any atom (eV/A): 0.44
ΔE to the lowest compared entry with this formula, charge and spin (eV): 4.097

***

(4)
A molecular structure, C61H49BF3N6OS3SbTa in a non-equilibrium geometry. Source: the Open Molecules 2025 dataset; level of theory: the ωB97M-V functional and the def2-TZVPD basis.

```
126
Properties=species:S:1:pos:R:3:forces:R:3:mulliken_charge:R:1
Ta 0.152254 0.761280 0.561306 1.0 1.8 1.0 0.1528
C 4.060217 4.374716 1.789402 -0.1 0.0 0.0 -1.3340
C 3.557465 3.147205 1.111351 0.1 0.0 -0.1 0.4367
C 4.254562 2.327540 0.235805 0.2 -0.1 0.0 -1.3442
C 3.438057 1.252002 -0.061220 0.1 0.1 -0.1 0.1737
N 2.245632 1.439184 0.586192 -1.7 -0.6 -0.1 0.5043
N 2.349922 2.613852 1.305314 0.1 0.1 0.1 0.2527
B 1.235674 3.158911 2.214866 0.1 0.0 0.2 -0.8916
N 0.827035 2.058412 3.192207 0.0 0.0 0.0 0.2018
N 0.407775 0.809935 2.770195 -0.2 -0.3 -0.2 0.6521
C 0.255263 0.067927 3.918317 0.2 0.1 0.1 -1.0589
C 0.587377 0.842662 5.009029 -0.1 0.0 0.1 -1.1380
C 0.929611 2.094865 4.521987 0.1 0.0 0.2 0.7518
C 1.331377 3.301420 5.297594 0.0 0.0 0.0 -1.4937
C -0.190124 -1.321263 4.021074 -0.1 0.0 -0.1 0.5308
C 0.387092 -2.147637 4.985886 0.1 0.0 0.0 -0.7121
C -0.070364 -3.443578 5.152905 0.0 -0.1 0.0 -0.9840
C -1.116246 -3.922839 4.370668 0.1 0.0 0.0 -0.7063
C -1.721922 -3.090336 3.440886 -0.1 -0.1 0.0 -0.5024
C -1.256276 -1.797055 3.270756 -0.1 0.1 0.0 0.8038
N -0.011289 3.575163 1.421108 0.2 -0.1 -0.1 1.1576
N -0.970323 2.658051 1.037997 0.9 -1.6 -0.4 -0.1058
C -2.090343 3.360294 0.729117 -0.2 0.2 -0.2 0.0928
C -1.813297 4.710440 0.876203 -0.1 0.1 0.0 -0.9503
C -0.507077 4.811248 1.324578 -0.2 0.2 -0.2 0.2951
C 0.247107 6.049758 1.664759 0.0 -0.1 0.1 -1.6181
C -3.389489 2.768948 0.415522 0.1 0.0 -0.1 0.5375
C -3.592014 1.399466 0.466915 0.1 -0.1 0.0 1.1265
C -4.841458 0.848806 0.243950 0.0 -0.1 -0.1 0.2271
C -5.917347 1.677661 -0.034829 0.0 0.1 0.0 -1.0355
C -5.730491 3.053036 -0.095240 -0.1 0.0 0.0 -1.1213
C -4.478914 3.594985 0.133663 0.0 0.1 -0.1 -0.7083
C 3.842970 0.056239 -0.800028 0.0 0.0 -0.1 1.0330
C 5.080872 0.050477 -1.450114 0.1 0.1 0.0 -0.6679
C 5.565488 -1.101142 -2.042491 0.1 0.0 0.0 -1.1454
C 4.824088 -2.273093 -1.992943 0.0 0.0 0.0 -1.0274
C 3.585158 -2.272420 -1.371237 0.0 0.0 0.0 -0.0143
C 3.101765 -1.116101 -0.787318 -0.1 0.0 0.0 1.0283
H 5.075435 4.576426 1.458060 0.0 0.0 0.0 0.4565
H 4.075288 4.241309 2.871766 0.0 0.0 0.0 0.2630
H 3.445436 5.247673 1.568037 0.0 0.0 0.0 0.2026
H 5.271535 2.484176 -0.085819 -0.1 -0.1 0.1 0.6657
H 1.663862 4.093628 2.807502 -0.1 0.0 -0.1 -0.0247
H 0.536781 0.544121 6.044334 0.0 0.0 -0.1 0.7163
H 1.262920 3.087783 6.361459 0.0 0.0 0.0 0.4648
H 0.677344 4.146591 5.074883 0.0 0.0 0.0 0.3048
H 2.358265 3.595572 5.074756 0.0 0.0 0.0 0.2783
H 1.200964 -1.778047 5.599382 0.0 0.0 0.0 0.5649
H 0.377434 -4.075975 5.911465 0.0 0.0 -0.1 0.4495
H -1.471342 -4.937943 4.504285 0.0 0.1 0.0 0.4829
H -2.572414 -3.443916 2.869561 0.1 0.0 0.1 0.4631
H -1.778990 -1.103779 2.624235 0.0 0.0 0.0 0.5935
H -2.487639 5.535997 0.715374 0.0 -0.1 0.0 0.6396
H -0.267895 6.908189 1.239755 0.0 0.0 0.0 0.5095
H 1.265862 6.023413 1.278445 -0.1 0.0 0.0 0.1712
H 0.296260 6.195523 2.745991 0.0 0.0 0.0 0.3176
H -2.743491 0.746191 0.691903 0.0 -0.1 0.1 -0.5505
H -4.979511 -0.223639 0.280459 0.0 0.2 -0.1 0.1511
H -6.899970 1.253047 -0.198892 0.0 0.0 0.0 0.5024
H -6.565157 3.706391 -0.319027 0.1 0.0 0.0 0.4370
H -4.359370 4.671250 0.095219 0.0 -0.1 0.0 0.3867
H 5.684719 0.949104 -1.486679 -0.1 -0.1 0.0 0.4306
H 6.532241 -1.084994 -2.531536 -0.1 0.0 0.0 0.4608
H 5.211654 -3.183022 -2.434883 0.0 0.0 0.0 0.5047
H 3.001741 -3.177372 -1.339049 0.2 0.0 0.1 0.2944
H 2.138310 -1.145805 -0.274364 0.1 0.0 0.0 -0.9495
F 0.107371 -5.062527 -5.598170 0.0 0.0 0.0 -0.3309
C -0.029232 -4.399283 -4.459178 0.0 0.0 0.0 -0.0605
C 0.889582 -4.613967 -3.446722 0.1 -0.1 0.0 -1.0453
C 0.757735 -3.907118 -2.262377 -0.1 0.0 -0.1 -0.6599
C -0.292970 -3.009305 -2.107384 -0.1 0.5 0.2 1.3877
C -1.227059 -2.829572 -3.125134 0.1 -0.2 -0.1 -0.4483
C -1.095892 -3.526485 -4.314306 -0.1 0.0 0.0 -0.6986
Sb -0.593619 -2.099838 -0.201800 -0.2 -0.7 0.5 0.1411
C 0.674111 -3.353201 0.945403 -0.1 0.3 -0.1 1.7865
C 1.713002 -2.819169 1.700695 -0.1 -0.2 0.1 -0.2690
C 2.547556 -3.649333 2.430195 0.1 0.1 0.0 -1.0261
C 2.327127 -5.014448 2.381555 0.0 0.1 0.0 -0.1165
F 3.116316 -5.812517 3.089523 0.0 0.0 0.0 -0.3459
C 1.307771 -5.572408 1.629056 -0.1 -0.2 0.0 -0.8360
C 0.473949 -4.732225 0.910956 -0.1 0.0 0.0 -0.5161
C -2.604246 -2.721358 0.125419 0.2 0.2 0.0 2.0200
C -3.002154 -3.904158 -0.501986 0.1 0.0 0.1 -0.9094
C -4.294526 -4.376666 -0.341660 0.0 -0.1 0.0 -0.9598
C -5.174215 -3.660987 0.450379 0.1 0.0 0.0 0.0584
F -6.412823 -4.105996 0.598660 0.0 0.0 0.0 -0.3172
C -4.801613 -2.490691 1.089890 0.0 0.0 0.0 -0.8243
C -3.510425 -2.018926 0.914395 -0.1 -0.2 -0.1 -1.5547
H 1.681792 -5.338964 -3.590147 0.0 0.1 0.0 0.5577
H 1.452115 -4.091723 -1.458883 -0.1 -0.1 0.0 0.3190
H -2.069350 -2.166152 -2.996178 0.2 -0.3 -0.1 0.6186
H -1.811911 -3.411349 -5.119627 0.1 0.0 0.0 0.5348
H 1.887598 -1.748745 1.743413 0.0 0.0 0.1 0.3508
H 3.365045 -3.255606 3.022115 -0.1 -0.1 0.0 0.5541
H 1.170912 -6.647771 1.620778 0.0 0.1 0.0 0.5186
H -0.335794 -5.160605 0.327518 0.1 0.0 0.1 0.3475
H -2.308560 -4.470309 -1.112709 -0.1 0.0 0.0 0.4906
H -4.628747 -5.290961 -0.817244 0.0 0.0 0.0 0.5246
H -5.517757 -1.966421 1.711066 0.0 0.0 0.0 0.5857
H -3.240643 -1.098356 1.411493 0.0 -0.1 0.0 0.6339
O 0.040663 0.817882 -1.213822 -0.2 0.7 -0.9 1.0372
C -0.028733 1.312156 -2.682393 0.0 0.7 -1.6 4.0532
C -0.247471 2.813871 -2.619903 -0.1 -0.5 0.7 -0.7375
C 0.589230 3.753852 -2.075960 0.1 0.1 -0.1 -0.3698
C 0.085019 5.073400 -2.218270 0.2 0.0 0.2 -1.2807
C -1.129806 5.096475 -2.835236 -0.2 0.0 0.0 -0.5547
S -1.673025 3.536722 -3.246252 0.0 0.0 0.0 -0.0054
C 1.238834 0.963834 -3.410106 -0.1 0.1 0.5 -0.5005
C 1.583253 -0.281707 -3.854942 0.2 -0.2 -0.1 -0.1476
C 2.774614 -0.279922 -4.621778 0.0 -0.3 0.1 -1.0987
C 3.304187 0.968027 -4.747750 0.1 0.2 0.0 -0.5223
S 2.373132 2.146950 -3.944728 0.1 -0.1 -0.1 -0.0345
C -1.181704 0.612629 -3.382300 0.0 -0.3 0.8 -1.1800
C -1.333649 0.426911 -4.720124 0.0 -0.1 -0.2 -0.6079
C -2.575573 -0.194038 -5.054670 0.1 0.1 -0.1 -1.1071
C -3.337536 -0.465334 -3.966900 -0.1 0.1 0.2 -0.5118
S -2.561439 0.045980 -2.524108 -0.3 0.6 0.2 0.3651
H 1.562922 3.519429 -1.657841 -0.1 0.0 0.1 0.6147
H 0.616637 5.962685 -1.898621 -0.1 -0.1 -0.1 0.6144
H -1.739019 5.956672 -3.085232 0.1 -0.1 0.0 0.5347
H 0.989136 -1.169439 -3.669257 0.0 0.1 0.0 0.4717
H 3.205134 -1.165952 -5.073355 0.0 0.1 0.0 0.5062
H 4.189827 1.270045 -5.291816 -0.1 -0.1 0.0 0.5561
H -0.596753 0.733929 -5.452589 -0.1 -0.1 0.1 0.6595
H -2.876284 -0.425862 -6.068570 0.0 0.1 0.1 0.5623
H -4.312104 -0.932962 -3.913234 0.1 0.1 -0.1 0.5862
```
Forces are in eV/Å.

Computed properties:
Energy (hartree): -4573.181874
LUMO (eV): -9.896
Total charge: +3
HOMO energy (Eh): -0.5668
Frontier orbital gap (eV): 5.529
Strongest force on any atom (eV/A): 2.34
ΔE to the lowest compared entry with this formula, charge and spin (eV): 1.337